C47H58MoN9OPS2Si | ωB97M-V/def2-TZVPD

**Energy**: -105819.416 eV
**F_max**: 0.061 hartree/bohr
**Total charge**: +2
**HOMO energy (spin up / spin down)**: -12.68 / -12.67 eV
**M**: 984.177 g/mol

Element x y z (Å)
Mo1 0.687 -0.821 -0.294
C1 1.624 5.425 -2.570
C2 1.565 3.937 -2.439
C3 2.707 3.151 -2.575
C4 2.641 1.771 -2.484
C5 1.427 1.131 -2.239
N1 1.284 -0.266 -2.187
C6 1.318 -0.911 -3.390
C7 1.734 -0.240 -4.564
C8 1.842 -0.869 -5.775
C9 1.538 -2.225 -5.907
C10 1.661 -2.901 -7.227
C11 1.081 -2.892 -4.784
C12 0.928 -2.268 -3.547
N2 0.273 -2.977 -2.524
C13 -0.311 -4.195 -2.612
C14 -1.018 -4.414 -1.444
C15 -0.808 -3.278 -0.677
N3 -0.015 -2.424 -1.339
C16 0.277 1.925 -2.078
C17 0.351 3.307 -2.187
N4 -0.956 1.286 -1.875
C18 -2.164 1.694 -2.307
C19 -3.055 0.672 -2.067
C20 -2.295 -0.336 -1.479
N5 -1.033 0.057 -1.357
H1 2.596 5.743 -2.936
H2 1.450 5.905 -1.608
H3 0.853 5.783 -3.251
H4 3.655 3.625 -2.788
H5 3.532 1.173 -2.608
H6 1.970 0.810 -4.509
H7 2.168 -0.302 -6.632
H8 1.508 -2.191 -8.035
H9 0.945 -3.710 -7.326
H10 2.655 -3.327 -7.351
H11 0.816 -3.929 -4.891
H12 -0.213 -4.848 -3.454
H13 -1.599 -5.278 -1.193
H14 -1.164 -3.040 0.317
H15 -0.542 3.906 -2.088
H16 -2.317 2.652 -2.759
H17 -4.100 0.659 -2.296
H18 -2.602 -1.321 -1.177
S1 1.312 -0.322 1.794
C21 1.829 0.871 0.453
N6 1.282 2.117 0.558
C22 2.152 3.219 0.931
C23 3.578 2.834 0.545
S2 3.593 1.023 0.329
H19 0.340 2.119 0.946
H20 2.064 3.421 2.006
H21 1.848 4.116 0.385
H22 4.302 3.075 1.317
H23 3.881 3.274 -0.404
O1 -1.196 0.841 1.257
P1 -2.134 1.416 2.261
N7 -3.688 1.035 1.837
C24 -4.064 -0.318 1.464
C25 -5.458 -0.170 0.826
C26 -5.846 1.301 1.055
C27 -4.903 1.746 2.175
N8 -1.870 0.837 3.799
C28 -0.582 0.946 4.459
C29 -0.721 0.003 5.645
C30 -2.157 0.280 6.086
C31 -2.906 0.474 4.765
N9 -1.900 3.063 2.335
C32 -1.998 3.873 1.116
C33 -2.150 5.308 1.623
C34 -2.919 5.122 2.928
C35 -2.274 3.866 3.503
H24 -4.118 -0.984 2.336
H25 -3.311 -0.720 0.787
H26 -6.167 -0.832 1.318
H27 -5.449 -0.422 -0.233
H28 -6.891 1.415 1.337
H29 -5.654 1.889 0.156
H30 -5.302 1.426 3.146
H31 -4.723 2.820 2.199
H32 -0.404 1.970 4.808
H33 0.215 0.673 3.767
H34 0.004 0.204 6.429
H35 -0.612 -1.032 5.317
H36 -2.188 1.198 6.673
H37 -2.583 -0.522 6.684
H38 -3.675 1.244 4.855
H39 -3.394 -0.455 4.450
H40 -2.868 3.568 0.522
H41 -1.104 3.745 0.495
H42 -2.678 5.946 0.918
H43 -1.170 5.745 1.825
H44 -3.977 4.951 2.724
H45 -2.832 5.973 3.600
H46 -2.939 3.320 4.171
H47 -1.364 4.127 4.057
C36 5.188 -4.560 -3.012
C37 4.708 -5.246 -1.909
C38 3.830 -4.630 -1.036
C39 3.454 -3.304 -1.233
C40 3.929 -2.631 -2.353
C41 4.776 -3.259 -3.246
Si1 2.747 -2.366 0.251
C42 2.087 -3.473 1.647
C43 2.513 -3.186 2.943
C44 2.077 -3.929 4.023
C45 1.166 -4.955 3.831
C46 0.729 -5.249 2.551
C47 1.194 -4.525 1.468
H48 5.890 -5.033 -3.681
H49 5.032 -6.258 -1.722
H50 3.464 -5.169 -0.177
H51 3.650 -1.600 -2.510
H52 5.129 -2.730 -4.117
H53 3.958 -1.702 0.795
H54 3.208 -2.378 3.106
H55 2.449 -3.707 5.010
H56 0.799 -5.519 4.675
H57 0.025 -6.051 2.397
H58 0.875 -4.800 0.474